{
  "formula": "C14H30B3F3NO15Tl2",
  "method": "the ωB97M-V functional and the def2-TZVPD basis",
  "species": ["Tl", "Tl", "B", "H", "H", "H", "H", "B", "H", "H", "H", "H", "B", "H", "H", "H", "H", "C", "C", "O", "O", "H", "H", "H", "C", "C", "O", "O", "H", "H", "H", "C", "C", "O", "C", "O", "O", "F", "H", "H", "H", "C", "C", "O", "C", "O", "O", "F", "H", "H", "H", "C", "C", "O", "C", "O", "O", "F", "H", "H", "H", "C", "N", "O", "O", "H", "H", "H"],
  "positions_angstrom": [[-23.1768, 12.5873, 3.4405], [-26.5440, 13.6504, -0.1338], [-25.2272, 11.3623, 1.3832], [-24.7872, 10.6014, 2.0090], [-24.5005, 12.0329, 0.9515], [-25.7758, 10.9838, 0.5346], [-25.8747, 11.9720, 1.9941], [-29.1900, 12.4138, -0.2558], [-30.0666, 11.8062, -0.4190], [-29.4386, 13.1631, 0.4798], [-28.4413, 11.7682, 0.1764], [-28.7443, 12.8034, -1.1580], [-23.8658, 14.6821, 1.2497], [-22.9602, 14.1195, 1.0834], [-24.5627, 14.1375, 1.8677], [-23.6084, 15.6221, 1.7128], [-24.3275, 14.8564, 0.2902], [-24.6453, 9.0697, 6.6612], [-24.2312, 10.1056, 5.6137], [-24.4232, 11.3296, 5.8587], [-23.6964, 9.7626, 4.5401], [-23.9052, 9.1326, 7.4589], [-24.7736, 8.0891, 6.2029], [-25.6196, 9.3071, 7.0884], [-27.2516, 16.0607, 4.2370], [-26.6793, 14.7015, 3.7430], [-25.7372, 14.1603, 4.4065], [-27.0800, 14.2107, 2.6565], [-28.2317, 16.3711, 3.8748], [-26.4228, 16.7227, 3.9864], [-27.4873, 16.1590, 5.2967], [-19.6476, 8.1182, 2.0181], [-20.2865, 7.5409, 0.7363], [-21.0723, 8.6087, 0.2923], [-21.2401, 9.4045, 1.4594], [-21.9363, 10.4725, 1.3398], [-20.6610, 8.9058, 2.4748], [-21.0391, 6.4868, 0.8709], [-18.6978, 8.6470, 1.9384], [-19.4796, 7.2799, 2.6942], [-19.5656, 7.2524, -0.0286], [-26.1335, 7.5913, -2.3532], [-25.3534, 7.8210, -1.1118], [-25.2087, 9.2047, -1.1261], [-26.2170, 9.7913, -1.8112], [-26.5544, 10.9928, -1.8650], [-26.9013, 8.7900, -2.2257], [-24.1690, 7.1599, -1.1762], [-26.7988, 6.7285, -2.3861], [-25.4809, 7.7487, -3.2119], [-25.8868, 7.3199, -0.3040], [-28.0036, 9.7573, 2.8188], [-26.9494, 8.6736, 3.0639], [-27.0759, 8.0836, 1.8298], [-28.3882, 8.2034, 1.3661], [-28.7928, 7.8086, 0.2331], [-29.0087, 9.1076, 2.1265], [-27.3046, 7.8442, 4.0485], [-27.6100, 10.6156, 2.2742], [-28.3103, 9.9673, 3.8435], [-25.8970, 8.9539, 3.0188], [-22.2129, 12.3100, -1.5284], [-23.2143, 12.7021, -2.4753], [-24.3024, 13.0089, -1.9272], [-23.0442, 12.6924, -3.7487], [-22.6308, 11.5784, -0.8369], [-21.9971, 13.2343, -0.9925], [-21.2922, 11.9353, -1.9756]],
  "gap_ev": 3.41,
  "lumo_energy_ev": -9.21,
  "e_homo_ev": -12.62,
  "multiplicity": 1,
  "charge": 1
}



{
  "formula": "C2H2OS2",
  "method": "the ωB97M-V functional and the def2-TZVPD basis",
  "species": ["C", "C", "O", "S", "S", "H", "H"],
  "positions_angstrom": [[1.2408, 0.9664, -0.1606], [0.7594, -0.2527, -0.2709], [-1.1504, -1.2180, -0.3693], [2.9392, 0.4681, 0.1048], [2.0122, -1.4047, -0.0299], [0.8899, 1.9687, -0.2360], [-1.0086, -1.8643, 0.3222]],
  "gap_ev": [7.88, 5.87],
  "lumo_energy_ev": [-0.07, -2.82],
  "e_homo_ev": [-7.96, -8.68],
  "multiplicity": 3,
  "relative_energy_kcal_mol": 95.5
}



Going through the records in order, we get electronic energy values of -2452.80374 -948.77838 a.u..
Going through the records in order, we get maximum force values of 8.232 1.672 eV Å⁻¹.